Entry 1:
Formula: C28H35N8O5RbS
Source: the OMol25 dataset
Level of theory: ωB97M-V/def2-TZVPD

The highest occupied orbital energy comes out at -1.1 eV. Its frontier orbital gap is 4.72 eV. Its net charge is -2. The calculation puts the LUMO energy at 3.664 eV. The energy relative to the best compared isomer or geometry (same formula, charge and spin) is 12.6 kcal/mol. Its energy is -63253.6794 eV. The calculation puts the molar mass at 681.17 g mol⁻¹. The largest force on an atom is 0.49 eV Å⁻¹.

Geometry as XYZ:
```
78
Properties=species:S:1:pos:R:3:forces:R:3:mulliken_charge:R:1
Rb -0.141 -1.004 0.447 0.2 0.1 0.0 0.618
C 0.200 -0.463 -3.526 0.0 0.0 0.0 0.813
C 0.784 -1.867 -3.314 0.0 0.0 0.0 -1.378
N 1.227 -2.149 -1.953 0.0 0.1 -0.2 0.537
C 2.659 -2.097 -1.752 0.0 0.0 0.0 -1.134
C 3.219 -0.682 -1.733 0.0 0.0 0.0 -0.874
N 2.746 0.083 -0.593 0.0 0.0 0.0 0.334
C 3.295 1.431 -0.538 0.0 0.0 0.0 -0.958
C 2.612 2.433 -1.474 0.0 0.0 0.0 -0.562
C 1.345 3.070 -0.896 0.0 0.0 0.0 -0.909
N 0.192 2.191 -0.889 0.0 -0.1 0.0 0.696
C -0.782 2.450 -1.924 0.0 0.0 0.0 -0.874
C -1.992 1.531 -1.814 0.0 0.0 0.0 -0.508
N -1.651 0.131 -1.909 0.0 0.0 0.0 0.653
C -1.308 -0.338 -3.243 0.0 0.0 0.0 -1.310
H 0.376 -0.180 -4.571 0.0 0.0 0.0 0.408
H 0.735 0.251 -2.894 0.0 0.0 0.0 -0.709
H 1.620 -2.020 -4.016 0.0 0.0 0.0 0.315
H 0.019 -2.602 -3.581 0.0 0.0 0.0 0.485
H 0.885 -3.046 -1.637 -0.1 0.0 0.1 -0.158
H 3.206 -2.660 -2.530 0.0 0.0 0.0 0.397
H 2.881 -2.585 -0.797 0.0 0.0 0.0 0.369
H 2.924 -0.166 -2.651 0.0 0.0 0.0 0.326
H 4.324 -0.743 -1.758 0.0 0.0 0.0 0.438
H 3.000 -0.406 0.258 0.0 0.0 0.0 0.271
H 4.377 1.416 -0.768 0.0 0.0 0.0 0.349
H 3.193 1.791 0.490 0.0 0.0 0.0 0.389
H 2.384 1.963 -2.435 0.0 0.0 0.0 0.187
H 3.328 3.236 -1.683 0.0 0.0 0.0 0.449
H 1.121 3.988 -1.462 0.0 0.0 0.0 0.295
H 1.553 3.378 0.132 0.0 0.0 0.0 0.442
H -0.220 2.154 0.036 0.0 0.1 0.0 -0.365
H -0.304 2.304 -2.901 0.0 0.0 0.0 0.433
H -1.145 3.495 -1.912 0.0 0.0 0.0 0.474
H -2.715 1.842 -2.592 0.0 0.0 0.0 0.296
H -2.477 1.704 -0.849 0.0 0.0 0.0 -0.253
H -2.357 -0.477 -1.511 0.0 -0.1 0.0 0.063
H -1.752 0.338 -3.992 0.0 0.0 0.0 0.210
H -1.779 -1.315 -3.385 0.0 0.0 0.0 0.531
O -2.073 -6.651 -2.911 0.0 0.0 0.0 -0.731
C -1.818 -5.696 -2.191 -0.1 0.0 0.0 0.372
C -0.713 -5.615 -1.184 0.1 0.1 0.0 0.504
O 0.121 -6.488 -0.956 0.0 0.0 0.0 -0.784
C -0.793 -4.281 -0.555 0.2 -0.2 0.2 0.129
C -1.917 -3.566 -1.121 0.0 -0.2 0.0 0.368
O -2.276 -2.412 -0.786 -0.2 0.4 0.2 -0.513
C -2.552 -4.394 -2.155 0.1 0.0 -0.1 0.446
O -3.496 -4.073 -2.877 0.0 0.0 0.0 -0.811
O 0.006 -3.826 0.310 -0.2 -0.1 -0.2 -0.824
S 0.968 1.739 2.499 -0.1 0.0 0.1 -0.403
C -0.382 1.845 3.542 -0.1 0.0 -0.1 0.215
N -0.388 2.255 4.765 0.0 -0.1 0.0 -0.793
N -1.699 2.190 5.354 0.0 0.1 0.0 0.035
C -2.382 3.387 5.501 0.0 -0.1 0.0 0.501
C -3.389 3.495 6.470 0.0 0.0 0.0 -0.680
C -4.134 4.654 6.588 0.0 0.0 0.0 -0.313
C -3.895 5.738 5.750 0.0 0.0 0.0 -0.559
C -2.893 5.633 4.794 0.0 0.0 0.0 -0.622
C -2.139 4.477 4.662 0.0 0.1 0.0 -0.170
N -1.589 1.321 2.940 0.0 0.0 -0.1 -0.358
N -2.313 2.173 2.417 0.1 0.0 0.0 0.159
C -3.450 1.629 1.735 -0.1 0.1 0.1 -0.355
C -3.482 0.330 1.255 0.1 0.1 -0.2 0.240
C -4.565 -0.125 0.524 0.0 0.0 0.0 -0.416
C -5.644 0.725 0.307 0.0 0.0 0.0 -0.571
C -5.622 2.023 0.805 0.0 0.0 0.0 -0.490
C -4.518 2.485 1.508 0.0 0.0 0.0 -0.370
H -1.645 1.668 6.216 0.0 0.0 0.0 0.274
H -3.588 2.650 7.121 0.0 0.0 0.0 0.293
H -4.911 4.710 7.342 0.0 0.0 0.0 0.337
H -4.482 6.644 5.839 0.0 0.0 0.0 0.363
H -2.692 6.466 4.130 0.0 0.0 0.0 0.356
H -1.367 4.397 3.911 0.0 0.0 0.0 0.405
H -2.613 -0.281 1.409 0.0 -0.3 0.1 0.395
H -4.537 -1.123 0.101 0.0 0.0 0.0 0.373
H -6.493 0.381 -0.271 0.0 0.0 0.0 0.402
H -6.462 2.683 0.627 0.0 0.0 0.0 0.347
H -4.465 3.499 1.885 0.0 0.0 0.0 0.466
```
Forces are in eV/Å.



Entry 2:
Formula: C8H14BeN2P
Source: the OMol25 dataset
Level of theory: ωB97M-V/def2-TZVPD

The highest occupied orbital energy comes out at -0.6 eV. Its frontier orbital gap is 3.16 eV. Its net charge is -1. The calculation puts the LUMO energy at 2.588 eV. The energy relative to the best compared isomer or geometry (same formula, charge and spin) is 12.1 kcal/mol. Its energy is -21187.9169 eV. The calculation puts the molar mass at 178.20 g mol⁻¹. The largest force on an atom is 3.96 eV Å⁻¹.

Geometry as XYZ:
```
26
Properties=species:S:1:pos:R:3:forces:R:3:mulliken_charge:R:1
C 1.309 0.126 -2.202 0.5 0.9 0.7 -0.512
C 0.464 -0.023 -3.264 0.8 0.7 -1.9 -0.259
C -0.410 -1.125 -3.463 -1.1 0.3 -0.6 -0.396
C -0.535 -2.176 -2.521 -0.5 -1.7 -0.6 -0.394
C 0.094 -2.202 -1.312 -0.6 -0.2 1.1 -0.657
Be 0.148 -0.573 -1.327 1.6 -0.3 1.2 -0.623
P -0.332 2.645 -0.993 0.0 -0.2 -0.4 -0.084
H 2.088 0.876 -2.084 -0.2 0.4 -0.6 0.476
H 0.442 0.715 -4.092 0.2 -0.3 -0.1 0.202
H -0.961 -1.211 -4.417 0.2 0.2 0.7 0.310
H 0.009 -2.963 -0.527 -0.3 -0.3 -0.6 0.357
H -1.177 -3.001 -2.867 0.1 -0.2 -0.1 0.262
H -1.425 2.919 -0.134 -0.1 0.3 0.1 0.010
H -0.459 3.840 -1.742 0.0 0.3 0.2 0.050
H 0.634 3.162 -0.087 -0.1 0.1 0.0 0.011
C 0.341 1.105 3.288 0.1 0.2 -0.6 -0.845
N 0.020 -0.089 2.485 0.4 -0.1 1.9 0.032
C -0.174 -1.341 3.233 0.1 -0.3 -0.6 -0.806
C -0.173 -0.027 1.208 -1.8 1.0 -3.4 0.301
N -0.507 0.101 0.070 0.8 -0.8 3.7 -0.256
H 0.329 0.826 4.339 0.0 0.1 -0.1 0.304
H -0.388 1.899 3.118 0.0 -0.1 0.0 0.329
H 1.329 1.495 3.029 -0.1 -0.1 0.1 0.279
H -1.163 -1.758 3.039 0.0 0.1 0.0 0.310
H 0.564 -2.087 2.929 0.0 0.1 0.1 0.292
H -0.069 -1.133 4.295 0.0 -0.1 -0.1 0.308
```
Forces are in eV/Å.



Entry 3:
Formula: C4H6N2
Source: the OMol25 dataset
Level of theory: ωB97M-V/def2-TZVPD

The highest occupied orbital energy comes out at -10.2 eV. Its frontier orbital gap is 11.05 eV. Its net charge is 0. The calculation puts the LUMO energy at 0.846 eV. The energy relative to the best compared isomer or geometry (same formula, charge and spin) is 73.6 kcal/mol. Its energy is -7222.3983 eV. The calculation puts the molar mass at 82.11 g mol⁻¹. The largest force on an atom is 2.60 eV Å⁻¹.

Geometry as XYZ:
```
12
Properties=species:S:1:pos:R:3:forces:R:3:mulliken_charge:R:1
C -0.953 1.072 -0.027 -0.1 0.0 0.1 -1.356
C -0.198 -0.247 0.087 0.1 0.1 -0.5 1.455
C -0.799 -1.332 -0.694 -0.3 -0.8 -0.5 -0.034
N -1.259 -2.141 -1.382 0.4 0.7 0.7 -0.419
C 1.245 -0.101 0.007 0.1 0.7 -0.9 -0.937
N 0.493 -0.434 1.343 1.0 1.1 -0.2 -0.626
H -0.878 1.413 -1.066 -0.1 -0.1 0.2 0.306
H -0.480 1.813 0.625 -0.1 -0.2 -0.1 0.375
H -2.007 0.987 0.237 0.1 -0.1 0.0 0.356
H 1.755 -0.933 -0.495 0.1 0.3 0.5 0.332
H 1.714 0.865 -0.004 0.0 0.3 -0.4 0.248
H 1.367 -0.962 1.369 -1.1 -2.2 1.0 0.300
```
Forces are in eV/Å.



Entry 4:
Formula: C54H44KN10O6P
Source: the OMol25 dataset
Level of theory: ωB97M-V/def2-TZVPD

The highest occupied orbital energy comes out at -1.4 eV. Its frontier orbital gap is 4.86 eV. Its net charge is -2. The calculation puts the LUMO energy at 3.411 eV. The energy relative to the best compared isomer or geometry (same formula, charge and spin) is 5.7 kcal/mol. Its energy is -109514.0981 eV. The calculation puts the molar mass at 999.08 g mol⁻¹. The largest force on an atom is 0.68 eV Å⁻¹.

Geometry as XYZ:
```
116
Properties=species:S:1:pos:R:3:forces:R:3:mulliken_charge:R:1
K 0.705 0.222 0.295 -0.4 -0.1 -0.5 0.918
O 3.439 4.129 -0.471 0.0 0.0 0.0 -0.876
C 2.934 3.024 -0.187 0.0 0.1 0.0 -0.133
O 1.831 2.804 0.368 0.0 -0.2 0.0 -0.425
C 3.818 1.794 -0.514 0.1 0.1 0.1 0.206
C 5.152 2.003 -0.851 -0.1 0.0 0.0 -0.734
C 5.985 0.905 -0.985 0.1 0.0 0.0 -0.436
C 5.477 -0.360 -0.750 -0.1 -0.1 -0.1 -0.673
C 4.123 -0.489 -0.456 0.2 -0.1 0.1 0.117
N 3.318 0.566 -0.366 0.0 0.2 0.2 1.194
C 3.555 -1.870 -0.053 0.2 0.2 0.0 -0.198
O 4.420 -2.712 0.265 -0.1 -0.1 0.0 -0.873
O 2.309 -1.972 -0.020 0.0 0.1 0.2 -0.649
H 5.491 3.021 -0.974 0.0 0.0 0.0 0.531
H 7.033 1.039 -1.236 0.0 0.0 0.0 0.375
H 6.085 -1.253 -0.767 0.0 0.0 0.0 0.517
C -0.638 -2.045 -8.067 0.0 0.0 0.0 -0.361
C -0.703 -0.756 -7.551 0.0 0.0 0.0 -0.682
C -0.389 -0.519 -6.221 0.0 0.0 0.0 0.065
C 0.000 -1.558 -5.376 0.2 0.2 -0.1 -0.101
C 0.077 -2.842 -5.913 0.0 0.0 0.0 -0.169
C -0.247 -3.089 -7.240 0.0 0.0 0.0 -0.565
P 0.381 -1.349 -3.574 -0.2 -0.3 0.0 -0.341
C 0.794 0.438 -3.535 0.0 0.1 0.0 0.207
C 0.071 1.380 -2.809 0.0 0.0 0.2 0.378
C 0.518 2.691 -2.692 0.0 -0.1 0.0 -0.337
C 1.693 3.087 -3.312 0.0 0.0 0.0 -0.368
C 2.416 2.159 -4.053 0.0 0.0 0.0 -0.689
C 1.976 0.849 -4.155 0.0 -0.1 0.1 -0.449
C -1.322 -1.457 -2.886 -0.2 0.1 -0.2 1.137
C -2.422 -1.834 -3.668 0.1 0.0 0.1 -0.387
C -3.666 -1.995 -3.072 -0.1 0.0 0.0 -0.891
C -3.801 -1.731 -1.713 0.0 0.0 0.0 -0.826
C -2.700 -1.303 -0.976 0.0 0.0 -0.1 -0.388
C -1.402 -1.165 -1.509 0.1 0.0 0.2 -0.657
H -0.884 -2.232 -9.106 0.0 0.0 0.0 0.356
H -1.003 0.067 -8.190 0.0 0.0 0.0 0.371
H -0.446 0.488 -5.824 0.0 0.0 0.0 0.370
H 0.393 -3.657 -5.270 0.0 0.0 0.0 0.359
H -0.186 -4.099 -7.632 0.0 0.0 0.0 0.365
H -0.799 1.060 -2.247 0.0 0.0 -0.1 -0.015
H -0.034 3.379 -2.064 0.0 0.0 0.0 0.366
H 2.077 4.088 -3.166 0.0 0.0 0.0 0.261
H 3.354 2.448 -4.514 0.0 0.0 0.0 0.332
H 2.576 0.121 -4.694 0.0 0.0 0.0 0.384
H -2.326 -2.024 -4.732 0.0 0.0 0.0 0.181
H -4.517 -2.319 -3.665 0.0 0.0 0.0 0.357
H -4.769 -1.853 -1.227 0.0 0.0 0.0 0.393
H -2.866 -1.073 0.078 0.0 0.0 0.0 0.314
O -7.578 0.713 -1.251 -0.1 0.0 0.0 -0.525
C -6.751 0.692 -2.408 0.0 0.0 0.0 -0.600
C -5.439 1.368 -2.132 0.0 0.0 0.0 0.466
C -4.546 1.568 -3.174 0.0 0.0 0.0 -0.820
C -3.302 2.109 -2.899 0.0 0.0 0.0 -0.384
N -2.899 2.430 -1.675 0.0 0.0 0.0 -0.354
C -3.750 2.216 -0.678 0.1 0.0 0.0 0.570
C -5.038 1.721 -0.854 0.1 0.0 0.0 -0.700
C -3.219 2.459 0.696 0.0 -0.1 0.0 0.263
C -3.854 3.322 1.579 0.0 0.0 0.0 -0.391
C -3.311 3.515 2.844 0.0 0.0 0.0 0.200
C -3.922 4.502 3.801 0.0 0.0 0.0 -0.644
O -3.944 5.828 3.280 0.0 0.0 0.0 -0.535
C -2.175 2.797 3.178 0.0 0.0 0.0 -1.247
C -1.634 1.922 2.242 0.0 0.0 -0.1 -1.109
N -2.124 1.768 1.021 0.0 0.0 0.0 0.617
H -8.332 0.138 -1.415 0.1 0.0 0.0 0.299
H -7.251 1.194 -3.244 0.0 0.0 0.0 0.321
H -6.533 -0.338 -2.712 0.0 0.0 0.0 0.230
H -4.791 1.270 -4.187 0.0 0.0 0.0 0.402
H -2.582 2.262 -3.695 0.0 0.0 0.0 0.439
H -5.680 1.550 -0.002 0.0 0.0 0.0 0.444
H -4.740 3.861 1.264 0.0 0.0 0.0 0.577
H -3.380 4.471 4.753 0.0 0.0 0.0 0.277
H -4.964 4.246 4.000 0.0 0.0 0.0 0.327
H -3.109 5.975 2.821 0.0 0.0 0.0 0.348
H -1.717 2.905 4.154 0.0 0.0 0.0 0.407
H -0.793 1.286 2.488 0.2 0.1 0.1 1.070
C 0.614 -3.137 2.301 0.0 0.0 0.0 -1.073
C -0.490 -2.415 2.986 0.0 0.0 0.0 0.514
N -1.051 -1.282 2.646 -0.1 -0.1 -0.1 0.515
C -2.077 -1.072 3.542 0.0 0.0 0.0 -0.537
C -2.123 -2.072 4.457 0.0 0.0 0.0 -0.677
N -1.104 -2.937 4.103 0.0 0.0 0.0 0.252
C -0.628 -4.024 4.894 0.0 0.0 0.0 -0.904
N 0.592 -3.671 5.617 0.0 0.0 0.1 0.794
N 1.325 -4.675 6.128 0.0 -0.1 0.0 -1.069
N 2.305 -4.199 6.801 0.0 0.1 0.0 -0.583
C 2.231 -2.825 6.747 0.1 0.0 0.0 0.240
C 3.078 -1.854 7.298 0.0 0.0 0.0 -0.860
C 2.766 -0.540 7.060 0.0 0.0 0.0 -0.676
C 1.639 -0.186 6.282 0.0 0.0 0.0 -0.540
C 0.802 -1.121 5.727 0.0 0.0 0.0 -0.175
C 1.119 -2.466 5.987 0.0 0.0 -0.1 1.500
H 0.977 -2.606 1.419 0.0 0.0 0.0 -0.255
H 0.266 -4.119 1.967 0.0 0.0 0.0 0.559
H 1.461 -3.301 2.973 0.0 0.0 0.0 0.312
H -2.725 -0.214 3.464 0.0 0.0 0.0 0.471
H -2.757 -2.258 5.307 0.0 0.0 0.0 0.391
H -0.388 -4.891 4.282 0.0 0.0 0.0 0.422
H -1.408 -4.292 5.607 0.0 0.0 0.0 0.293
H 3.950 -2.144 7.869 0.0 0.0 0.0 0.418
H 3.405 0.243 7.448 0.0 0.0 0.0 0.434
H 1.449 0.862 6.085 0.0 0.0 0.0 0.439
H -0.034 -0.825 5.110 0.0 0.0 0.0 0.122
N 6.243 1.605 5.737 0.0 0.0 0.0 -0.617
C 5.350 1.402 5.042 0.0 0.0 0.0 -0.251
C 4.200 1.137 4.213 0.0 0.0 0.0 0.726
C 3.295 2.153 3.929 0.0 0.0 0.0 -1.011
C 2.176 1.838 3.173 0.1 0.0 0.0 -0.781
N 1.921 0.605 2.742 0.1 0.0 0.2 1.608
C 2.816 -0.350 2.985 0.0 0.0 -0.1 -0.492
C 3.975 -0.139 3.714 0.0 0.0 0.0 -0.985
H 3.471 3.167 4.262 0.0 0.0 0.0 0.517
H 1.485 2.610 2.857 0.0 0.0 0.0 0.443
H 2.620 -1.319 2.538 0.0 0.0 0.0 0.084
H 4.679 -0.942 3.882 0.0 0.0 0.0 0.652
```
Forces are in eV/Å.



Among the records above, which one has the highest net charge?
C4H6N2